No. 1
2 unconnected molecules or ions with the total composition H4NO2PS at a distorted geometry. Source: the Open Molecules 2025 dataset; level of theory: ωB97M-V/def2-TZVPD.

Structure (XYZ):
```
9
Properties=species:S:1:pos:R:3:forces:R:3
N -0.908943 -0.681292 -0.225540 -1.97 -1.33 -0.29
O 1.005082 1.293651 1.044725 -0.64 1.17 0.45
O 1.713451 -1.040291 0.663149 1.39 -1.55 -0.99
P 0.881438 -0.222970 1.512317 -0.88 0.52 0.79
S -1.354199 0.410350 -1.595358 1.11 0.26 2.04
H -1.731076 -1.199980 0.267109 1.33 1.73 -1.35
H -0.441113 -1.443726 -0.716714 0.34 0.08 0.42
H 1.272797 1.530703 0.155694 0.47 -0.22 -0.32
H -0.437438 1.353556 -1.105382 -1.13 -0.67 -0.76
```
Forces are in eV/Å.

Output
- LUMO energy: 0.20 eV
- Total charge: 0
- SMILES string: O=PO.NS
- HOMO-LUMO gap: 10.01 eV
- Calculated total energy: -25774.2183 eV

=====

No. 2
A single H4NOPS2 molecule at a distorted geometry. Source: the Open Molecules 2025 dataset; level of theory: ωB97M-V/def2-TZVPD.

Structure (XYZ):
```
9
Properties=species:S:1:pos:R:3:forces:R:3
N 0.192446 -1.264030 0.573684 0.21 0.95 0.22
O -0.523540 0.027426 -1.549818 1.45 -0.68 -1.64
P -0.158246 0.191926 -0.134799 -2.43 0.12 -1.69
S -2.175262 0.869179 0.292486 0.51 -0.37 -0.08
S 1.338989 1.522735 0.140807 0.99 -0.06 1.10
H -0.717378 -1.696064 0.500846 -0.21 -0.82 0.05
H 0.342130 -1.067442 1.543445 0.33 -0.43 1.02
H -2.209286 0.360986 -1.031258 -0.53 0.75 1.45
H 0.652715 2.322086 -0.648019 -0.30 0.54 -0.44
```
Forces are in eV/Å.

Output
- LUMO energy: 0.36 eV
- Total charge: 0
- SMILES string: NP(=O)(S)S
- HOMO-LUMO gap: 9.88 eV
- Calculated total energy: -34562.7073 eV

=====

No. 3
A molecular structure, H4NP at a distorted geometry. Source: the Open Molecules 2025 dataset; level of theory: ωB97M-V/def2-TZVPD.

Structure (XYZ):
```
6
Properties=species:S:1:pos:R:3:forces:R:3
N 0.982483 -0.136250 -0.025919 -2.54 -0.91 0.10
P -1.189181 0.213529 -0.372992 4.19 -0.33 -2.77
H 1.541893 -0.042307 -0.927065 -1.34 -1.04 1.42
H 0.955404 -1.106593 0.452412 0.58 1.89 -1.79
H -0.723923 1.400806 0.104299 -0.48 1.21 0.65
H -1.566674 -0.329183 0.769266 -0.41 -0.83 2.39
```
Forces are in eV/Å.

Output
- LUMO energy: 0.07 eV
- Total charge: 0
- HOMO-LUMO gap: 9.15 eV
- Calculated total energy: -10841.3294 eV

=====

No. 4
2 unconnected molecules or ions with the total composition H4NP at a distorted geometry. Source: the Open Molecules 2025 dataset; level of theory: ωB97M-V/def2-TZVPD.

Structure (XYZ):
```
6
Properties=species:S:1:pos:R:3:forces:R:3
N 0.759333 -0.292341 0.098570 0.88 0.33 -2.37
P -0.926595 -0.037499 0.208856 -1.41 -0.94 -4.40
H 1.094456 -0.706725 -0.789558 -0.61 0.52 0.64
H 1.116115 -0.896244 0.784244 0.35 -0.83 1.42
H -1.231180 1.011464 -1.395690 0.78 -1.59 3.02
H -0.812130 0.921347 1.093578 0.00 2.51 1.69
```
Forces are in eV/Å.

Output
- LUMO energy: 0.45 eV
- Total charge: 0
- HOMO-LUMO gap: 8.88 eV
- Calculated total energy: -10841.4922 eV